The following is a DFT calculation (wB97M-V/def2-TZVPD) of a gas-phase ion, C4H7BrN (charge +1) at a distorted geometry.

- Charge: +1
- HOMO level: -14.2 eV
- E_LUMO: -0.1298 Eh
- Gap between HOMO and LUMO: 0.392 hartree
- Relative energy (zero: lowest compared OMol25 entry of this formula, charge and spin): 211.0 kJ/mol
- Structure (SMILES): BrC[C@]12C[N@H+]1C2

Positions of all 13 atoms, in Å:
C 0.115 1.165 -0.602
C 0.691 -1.010 -0.779
C -0.467 -0.166 -0.220
C -1.640 -0.450 0.700
N 0.901 0.142 0.141
Br -3.335 0.135 -0.123
H 0.382 1.465 -1.606
H 0.147 2.161 0.066
H 0.773 -2.043 -0.292
H 0.880 -1.038 -1.826
H -1.581 0.006 1.666
H -1.697 -1.629 0.871
H 1.504 0.531 0.876

Löwdin population analysis, charges in e, atoms 1 to 5: 0.03 0.08 -0.35 -0.51 0.05